1.
ORCA calculation (ωB97M-V with the def2-TZVPD basis set) on 5 unconnected molecules or ions with the total composition C14H34N5O8P.

```
62
Properties=species:S:1:pos:R:3
C 8.421 2.984 -1.583
P 6.950 2.725 -2.605
O 7.218 3.846 -3.773
O 5.961 3.634 -1.595
C 4.612 3.577 -1.736
O 3.901 4.298 -1.113
O 4.156 2.680 -2.649
N 4.016 1.341 -2.072
H 8.551 4.012 -1.235
H 9.283 2.708 -2.202
H 8.347 2.284 -0.743
H 7.251 3.369 -4.617
H 4.485 1.363 -1.163
H 4.639 0.782 -2.658
C -0.672 0.087 0.460
C 0.521 0.576 -0.329
O 1.174 -0.163 -1.053
N 0.856 1.886 -0.213
C 0.217 2.916 0.592
H -0.814 -0.967 0.258
H -0.515 0.224 1.530
H -1.579 0.617 0.170
H 1.654 2.147 -0.774
H -0.142 3.715 -0.060
H 0.929 3.337 1.296
H -0.621 2.516 1.149
C -0.732 6.422 4.403
C -0.841 5.815 3.023
O -0.556 4.649 2.806
N -1.270 6.622 2.016
C -1.648 8.019 2.083
H -0.379 5.654 5.083
H -0.026 7.254 4.408
H -1.703 6.782 4.747
H -1.319 6.158 1.122
H -2.685 8.151 1.768
H -1.011 8.619 1.431
H -1.548 8.390 3.097
C -4.411 -3.352 2.495
C -3.255 -2.821 1.677
O -3.195 -1.651 1.331
N -2.279 -3.700 1.338
C -2.190 -5.117 1.653
H -5.099 -2.533 2.680
H -4.936 -4.144 1.958
H -4.064 -3.747 3.450
H -1.536 -3.289 0.796
H -1.287 -5.316 2.234
H -2.156 -5.708 0.739
H -3.051 -5.436 2.229
C -4.401 -6.997 -2.136
C -3.165 -7.638 -1.551
O -2.979 -7.699 -0.346
N -2.253 -8.148 -2.419
C -2.303 -8.162 -3.868
H -5.020 -6.643 -1.317
H -4.137 -6.151 -2.771
H -4.971 -7.716 -2.726
H -1.453 -8.560 -1.966
H -2.280 -9.187 -4.241
H -1.450 -7.624 -4.285
H -3.212 -7.688 -4.220
```

## Properties
LUMO (eV): 0.712
Calculated total energy (hartree): -1770.928766
Multiplicity: 1
SMILES: CP(O)OC(=O)ON.CNC(C)=O.CNC(C)=O.CNC(C)=O.CNC(C)=O

---

2.
ORCA calculation (ωB97M-V with the def2-TZVPD basis set) on a molecular structure, C38H58N11OSTi.

```
110
Properties=species:S:1:pos:R:3
Ti -0.801 -0.352 -0.595
C -3.520 -0.139 -2.107
C -2.657 0.951 -2.751
N -1.582 1.406 -1.819
C -2.012 2.660 -1.119
C -1.603 2.700 0.341
N -1.648 1.341 0.924
C -3.009 0.985 1.392
C -3.839 0.441 0.247
N -3.060 -0.406 -0.719
H -3.440 -1.063 -2.671
H -4.575 0.135 -2.096
H -3.252 1.808 -3.062
H -2.186 0.560 -3.644
H -0.789 1.621 -2.421
H -3.094 2.723 -1.197
H -1.625 3.532 -1.649
H -2.271 3.375 0.882
H -0.602 3.094 0.472
H -1.061 1.385 1.753
H -3.512 1.861 1.807
H -2.928 0.264 2.199
H -4.268 1.262 -0.322
H -4.684 -0.130 0.632
H -3.305 -1.371 -0.526
C -0.514 2.064 4.736
C -0.810 0.764 5.473
N 0.296 -0.189 5.416
C 1.503 0.075 6.221
C 2.653 0.627 5.390
C 0.288 -1.281 4.653
O 1.198 -2.101 4.576
C -0.860 -1.544 3.705
C -1.825 -2.518 3.921
C -2.612 -2.909 2.848
C -2.378 -2.361 1.599
N -1.452 -1.414 1.372
C -0.745 -1.009 2.438
H -1.389 2.714 4.743
H -0.217 1.869 3.698
H 0.306 2.615 5.195
H -1.701 0.285 5.066
H -1.026 0.968 6.522
H 1.794 -0.858 6.699
H 1.215 0.774 7.005
H 2.940 -0.086 4.615
H 3.521 0.790 6.028
H 2.392 1.585 4.936
H -1.944 -2.978 4.894
H -3.376 -3.665 2.959
H -2.941 -2.734 0.757
H 0.010 -0.258 2.264
N 2.725 -3.788 2.602
C 2.572 -3.079 1.477
C 1.311 -2.540 1.119
N 1.150 -1.739 0.069
C 2.233 -1.551 -0.706
C 3.439 -2.163 -0.404
N 3.628 -2.902 0.674
H 2.074 -3.678 3.366
H 3.649 -4.131 2.814
H 0.456 -2.807 1.718
H 2.133 -0.961 -1.596
H 4.286 -2.038 -1.068
C 2.736 2.154 -4.061
C 1.606 1.195 -4.323
C 1.099 1.015 -5.602
C 0.048 0.129 -5.842
C -0.477 -0.070 -7.235
C -0.498 -0.584 -4.777
C 0.000 -0.441 -3.478
C 1.049 0.456 -3.284
N -0.521 -1.153 -2.330
C -0.744 -2.654 -2.553
C 0.593 -3.327 -2.871
C -1.340 -3.246 -1.282
C -1.725 -3.027 -3.683
H 3.438 2.167 -4.892
H 3.287 1.887 -3.158
H 2.364 3.176 -3.945
H 1.529 1.567 -6.430
H -0.460 0.860 -7.801
H -1.495 -0.456 -7.233
H 0.150 -0.786 -7.770
H -1.344 -1.211 -4.994
H 1.479 0.555 -2.304
H 1.258 -3.364 -2.014
H 1.095 -2.829 -3.700
H 0.392 -4.354 -3.178
H -0.808 -2.961 -0.375
H -1.278 -4.333 -1.335
H -2.405 -3.013 -1.210
H -1.234 -3.109 -4.649
H -2.575 -2.354 -3.775
H -2.123 -4.016 -3.454
N 4.280 4.932 1.086
C 3.308 4.287 1.730
S 2.709 4.651 3.210
C 2.631 3.176 1.000
C 2.489 1.929 1.602
C 1.702 0.974 1.004
N 0.997 1.170 -0.135
C 1.220 2.349 -0.745
C 2.027 3.350 -0.240
H 4.740 5.707 1.542
H 4.667 4.599 0.218
H 2.976 1.714 2.543
H 1.646 0.001 1.461
H 0.728 2.524 -1.690
H 2.126 4.278 -0.790
```

## Properties
LUMO (spin up / spin down) (eV): -9.278 / -9.290
Calculated total energy (hartree): -3407.250470
Multiplicity: 1
Total charge: +3
Energy above the lowest of the compared OMol25 structures with the same formula, charge and spin (kcal/mol): 0.00

---

3.
ORCA calculation (ωB97M-V with the def2-TZVPD basis set) on a molecular structure, C12H27ClIO5P2Pb.

```
49
Properties=species:S:1:pos:R:3
C -3.946 2.599 -6.386
C -3.717 1.470 -5.385
H -4.785 2.363 -7.067
H -3.017 2.734 -6.972
H -4.169 3.526 -5.825
O -4.334 0.457 -5.238
I -1.950 1.921 -4.118
Pb -1.132 0.190 -1.340
P 1.279 -1.154 -1.996
C 1.617 -2.921 -1.954
C 1.003 -0.879 -3.794
H 2.949 0.602 -1.899
H 3.611 -0.933 -2.574
H 3.345 -0.742 -0.807
C 2.974 -0.485 -1.801
H 0.873 0.193 -3.997
H 1.888 -1.280 -4.318
H 2.369 -3.152 -2.713
H 0.708 -3.487 -2.141
H 0.090 -1.403 -4.111
H 1.992 -3.192 -0.970
C -0.391 -1.752 0.304
O -0.608 -2.921 0.273
Cl 0.679 1.977 -1.190
C -2.845 -0.613 3.226
C -2.490 0.489 2.267
O -1.058 0.546 1.905
P 0.015 -0.644 1.739
O -0.054 -1.534 3.010
C 0.421 -1.246 4.515
C 0.289 0.194 4.909
O 1.297 0.204 1.633
C 2.697 0.741 1.991
C 2.674 2.264 1.916
H -2.348 -1.563 3.018
H -3.921 -0.777 3.151
H -2.620 -0.282 4.241
H -2.998 0.430 1.307
H -2.710 1.479 2.655
H -0.240 -1.913 5.078
H 1.444 -1.636 4.467
H -0.725 0.555 4.757
H 0.516 0.294 5.974
H 0.999 0.763 4.324
H 2.950 0.360 3.003
H 3.332 0.282 1.218
H 1.975 2.651 2.673
H 3.678 2.658 2.143
H 2.394 2.569 0.901
```

## Properties
LUMO (spin up / spin down) (eV): -13.632 / -13.629
Calculated total energy (hartree): -2481.993408
Multiplicity: 1
Total charge: +3
Energy above the lowest of the compared OMol25 structures with the same formula, charge and spin (kcal/mol): 75.48

---

4.
ORCA calculation (ωB97M-V with the def2-TZVPD basis set) on 11 unconnected molecules or ions with the total composition CH24O14P.

```
40
Properties=species:S:1:pos:R:3
O -0.282 -0.523 -0.690
H -0.960 -0.209 -0.087
H 0.272 0.237 -0.885
H 0.237 -1.193 -0.239
O 0.437 2.482 1.450
H 0.751 2.071 2.258
H 0.762 2.050 0.656
H -0.520 2.557 1.462
O -1.704 0.377 3.678
H -1.761 0.218 2.733
H -0.832 0.725 3.878
H -2.327 1.001 4.057
C 2.626 1.665 -1.231
O 1.205 1.706 -1.084
H 3.083 2.159 -0.374
H 3.005 0.646 -1.313
H 2.977 2.247 -2.084
P -2.507 1.301 0.857
O -1.760 0.044 1.267
O -2.024 2.580 1.653
O -3.997 1.033 0.890
O -2.114 1.614 -0.643
O 3.507 -2.280 -1.676
H 2.714 -2.390 -1.151
H 3.188 -2.058 -2.550
O -2.710 -2.012 2.460
H -2.328 -1.392 1.839
H -3.584 -1.666 2.639
O -1.451 -3.287 -0.290
H -1.460 -3.537 0.634
H -1.084 -4.047 -0.740
O -0.987 2.107 -2.993
H -0.061 1.976 -2.791
H -1.437 1.965 -2.160
O 1.798 -2.100 0.292
H 1.664 -2.988 0.622
H 2.404 -1.701 0.917
O 1.390 -0.598 -3.790
H 1.667 0.218 -3.373
H 2.204 -0.998 -4.098
```

## Properties
LUMO (spin up / spin down) (eV): -1.845 / -2.576
Calculated total energy (hartree): -1447.092834
Multiplicity: 2